Here is 2 unconnected molecules or ions with the total composition C4H14N3S from the OMol25 dataset. Energies are from ωB97M-V/def2-TZVPD.

## Properties
Energy in eV: -19681.563
ΔE to the lowest compared entry with this formula, charge and spin in eV: 0.110
Charge: -1

Geometry (Å):
C (1.93, -1.15, 0.70)
C (0.96, -2.19, 0.12)
N (0.62, -3.18, 1.14)
N (2.06, -0.05, -0.24)
H (1.50, -0.85, 1.66)
H (2.89, -1.67, 0.83)
H (0.09, -1.65, -0.28)
H (1.46, -2.71, -0.70)
H (0.24, -4.03, 0.74)
H (-0.01, -2.83, 1.84)
H (1.27, 0.60, -0.07)
H (2.92, 0.45, -0.09)
C (-1.44, 2.35, -1.11)
C (-1.64, 2.31, 0.42)
S (-0.63, 1.01, 1.22)
N (-1.73, 1.09, -1.80)
H (-0.41, 2.62, -1.33)
H (-2.05, 3.16, -1.54)
H (-2.71, 2.16, 0.57)
H (-1.29, 3.28, 0.79)
H (-2.72, 0.90, -1.71)
H (-1.30, 0.39, -1.18)